ORCA calculation (wB97M-V/def2-TZVPD) on a molecular structure, C27H43BrN2OP2Pb.

XYZ file:
```
77
C27H43BrN2OP2Pb (wB97M-V/def2-TZVPD)
H -0.1256 0.9706 4.6944
Br -7.1726 2.4260 1.6954
H 5.6062 0.8513 0.8698
H 1.8174 3.9772 0.3078
H 4.0266 0.2292 -4.0301
H 2.3894 -1.2468 -2.9622
H -5.0225 0.4065 1.7863
P -1.6024 -1.6259 -1.6380
C 0.9800 3.1053 -2.8978
C -0.4016 2.9009 -0.8625
H -2.1328 -3.6272 -4.0093
P 2.4114 -0.5832 -0.6565
H -3.7311 -0.1576 -4.4087
H -0.1083 -1.1025 5.4990
H 4.3000 -3.9038 -0.8414
H 3.8781 -2.8873 -2.2239
H 2.1174 -2.9360 -0.3637
H 4.8507 -0.5430 -2.6788
H -4.6404 -2.2697 -1.5044
C -4.0110 -3.1532 -1.3275
H 0.8129 1.0172 3.1634
H 0.3424 -2.8365 -2.3102
C -1.3863 2.4633 -0.2470
C -5.3550 2.4520 1.1535
C -3.4999 3.5965 0.1525
C 4.1291 -2.8661 -1.1563
H 0.2302 2.5817 -3.4891
H -2.2975 -1.1730 -4.6081
C -2.7145 2.4363 0.2925
O -0.4389 -1.3702 2.3658
N 3.1370 4.1317 -2.7870
H -2.0624 -3.7009 -0.5271
H 3.3063 -2.2905 0.7658
C 3.5980 0.5472 0.1778
H -5.4272 4.5104 0.4705
H 3.5463 1.5078 -0.3563
H 4.3059 1.1537 -2.5565
H -3.7869 -1.8392 -3.8811
C 1.8649 3.8882 -0.7767
H 5.0813 -2.3347 -1.0257
C -2.6656 -2.7931 -0.6979
C -4.8191 3.6150 0.5822
C -4.5922 1.2979 1.3346
C -0.2783 -0.7950 3.4854
H -0.3155 -2.5517 4.5369
C -2.6813 -0.4730 -2.5650
H 5.1408 -0.8543 0.8701
H -0.3275 -1.8964 -3.6472
C 0.8009 3.3118 -1.5097
H 5.5504 -0.0239 -0.6583
H -2.6898 0.3904 1.0767
Pb -0.2556 -0.1294 0.2918
H -2.1114 0.4694 -2.6552
C -0.6003 -2.5853 -2.8316
C 2.1560 3.5704 -3.4921
H -2.8192 -2.3355 0.2973
C -3.2697 1.3035 0.9142
C 5.0487 0.0863 0.3126
H -0.5273 -4.3638 -4.0300
C 3.0085 -2.2888 -0.2944
H 3.1787 0.7359 1.1808
C 2.9989 4.3128 -1.4743
C -0.1346 0.6869 3.6309
C 4.0444 0.1565 -2.9343
H -3.8938 -3.7069 -2.2711
H -3.0430 4.4682 -0.3140
C 2.6714 -0.3100 -2.4581
H -1.5476 -4.5493 -2.5943
H -4.5494 -3.8101 -0.6309
H 3.8161 4.8029 -0.9403
H 2.2983 3.4673 -4.5704
H -0.9726 1.2043 3.1295
C -3.1397 -0.9537 -3.9403
N -0.2305 -1.5453 4.5974
H -3.5466 -0.2444 -1.9223
C -1.2537 -3.8496 -3.3877
H 1.9168 0.4364 -2.7556
```

The molecular weight is 760.706 g mol⁻¹. The frontier orbital gap (spin up / spin down) is 4.462 / 4.390 eV. The total charge is +4. The calculation puts the energy above the lowest of the compared OMol25 structures with the same formula, charge and spin at 0.00 kJ/mol. The highest occupied orbital energy (spin up / spin down) comes out at -19.45 / -19.47 eV.

In elementary charge units, the Löwdin charges are:
1 H 0.1144
2 Br 1.1414
3 H 0.1067
4 H 0.1295
5 H 0.1077
6 H 0.0819
7 H 0.1349
8 P 0.8925
9 C -0.0008
10 C 0.0691
11 H 0.0826
12 P 0.9102
13 H 0.1034
14 H 0.1476
15 H 0.1077
16 H 0.0835
17 H 0.0761
18 H 0.0770
19 H 0.0788
20 C -0.1070
21 H 0.0991
22 H 0.0714
23 C -0.0586
24 C -0.5646
25 C 0.0526
26 C -0.0992
27 H 0.1233
28 H 0.0844
29 C -0.1977
30 O -0.1910
31 N 0.1224
32 H 0.1021
33 H 0.0983
34 C -0.3811
35 H 0.1447
36 H 0.0696
37 H 0.0794
38 H 0.0819
39 C 0.0100
40 H 0.0786
41 C -0.3804
42 C -0.0175
43 C -0.0513
44 C -0.5207
45 H 0.1529
46 C -0.3855
47 H 0.0847
48 H 0.0947
49 C -0.2283
50 H 0.0752
51 H 0.0495
52 Pb 1.2864
53 H 0.0742
54 C -0.3754
55 C -0.0863
56 H 0.0723
57 C -0.0443
58 C -0.1000
59 H 0.1078
60 C -0.3751
61 H 0.0794
62 C -0.0851
63 C 0.0019
64 C -0.0986
65 H 0.0823
66 H 0.1542
67 C -0.3752
68 H 0.0851
69 H 0.1043
70 H 0.1374
71 H 0.1368
72 H 0.0853
73 C -0.1031
74 N 0.2517
75 H 0.0856
76 C -0.0970
77 H 0.0592

ORCA calculation (wB97M-V/def2-TZVPD) on 3 unconnected molecules or ions with the total composition C27H43I2N2O7S.

XYZ file:
```
82
C27H43I2N2O7S (wB97M-V/def2-TZVPD)
C 3.5131 -5.6162 2.5061
C -0.9800 -0.0314 0.2598
C -2.7945 3.0972 -3.4281
H -3.4560 4.6698 -1.4398
C 3.7322 -5.7377 -3.7588
H 0.2629 2.9558 2.9462
H -2.5903 3.0688 -4.5351
N -1.4216 1.3758 0.3134
N -2.5130 3.3837 0.0647
H -3.6624 0.4060 -1.2548
H 4.4832 -5.6370 2.9996
C -1.5748 -5.1271 3.3280
H -0.9827 8.6411 -0.0444
C 5.7337 -6.5914 -4.5641
H 5.2029 -7.1521 -5.3337
H -2.6142 -4.8831 3.1013
C -0.7786 2.3277 1.1508
C -1.7330 7.9566 0.4365
C 3.6105 2.3449 3.3234
I 1.0248 1.1931 -1.8738
H -0.7206 -3.3733 2.3760
H -1.6636 6.4595 -1.2176
C -2.1315 6.7002 -0.2303
H -1.2171 -5.8367 2.5798
H 0.6365 1.1994 2.5185
H 0.7907 -5.3362 -1.0269
H 4.5174 1.9493 2.7886
H -0.2669 -0.1616 1.1238
H 1.2218 -5.3337 -3.5187
C 1.4026 -4.7084 2.8301
O 2.5952 -4.9558 3.3797
C -2.3035 8.3480 1.7526
H -3.7370 7.7542 3.3296
I -2.6006 -1.4502 0.7050
C -3.4698 4.4300 -0.3499
C -3.1207 5.7821 0.3888
C 3.0730 3.6045 2.4873
H -2.0959 -0.8606 -2.1946
H -1.7368 1.2898 -2.8358
H 2.4445 -4.7478 -0.7595
C -3.7029 6.1866 1.6675
C 1.8252 -4.7426 -2.8261
H -1.5112 4.6257 -3.2443
C 0.4467 2.2225 2.1065
H 1.4004 -3.7364 -2.8062
H -1.1295 4.4791 1.5533
O 4.9826 -5.4528 -4.1403
C -0.1647 -0.4456 -1.0465
O 0.6148 -4.1672 3.7672
H 6.6719 -6.2316 -4.9836
C -2.4306 2.0599 -0.3327
H 2.5400 4.3332 3.1669
H -0.5811 -0.8922 -3.1511
H -1.5320 -5.6340 4.2940
O 3.1662 -4.6087 -3.3110
H 3.8408 2.6938 4.3684
H 5.9562 -7.2305 -3.7085
H 3.9419 4.1159 1.9913
H 2.1847 -6.3512 -1.4221
H -3.7557 3.6437 -3.2281
H 3.6165 -5.0810 1.5618
C -0.7225 -3.8737 3.3471
C -3.3113 7.4444 2.3437
C -1.0266 -1.1978 -2.1560
H -4.5145 4.1537 -0.0241
O -1.6370 3.7509 -2.8382
H -0.9229 -2.3135 -2.1085
C -2.8120 1.6216 -2.8855
H 0.6000 -1.2023 -0.6998
H 2.8509 1.5103 3.3449
H -1.1308 -3.1682 4.0732
H -4.4677 5.5601 2.1940
H -3.3439 0.9586 -3.6181
H -1.9686 9.2847 2.2583
O 1.0842 -4.9506 1.6914
H -4.3933 2.0417 -1.4194
S 1.9207 2.9229 1.1882
C -1.4652 3.5828 0.9923
H 3.1883 -6.6428 2.3315
C -3.4074 1.4865 -1.3949
O 3.2142 -6.8247 -3.7926
C 1.8052 -5.3280 -1.4277
```

The molecular weight is 793.523 g mol⁻¹. The frontier orbital gap is 7.950 eV. The total charge is +1. The highest occupied orbital energy comes out at -11.08 eV.

In elementary charge units, the Löwdin charges are:
1 C -0.0322
2 C -0.6421
3 C -0.2281
4 H 0.1078
5 C -0.5985
6 H 0.1005
7 H 0.1301
8 N -0.0361
9 N 0.0307
10 H 0.0504
11 H 0.0967
12 C -0.0587
13 H 0.1036
14 C -0.0407
15 H 0.0974
16 H 0.0776
17 C -0.2310
18 C -0.0579
19 C -0.1679
20 I 0.9375
21 H 0.0589
22 H 0.1027
23 C -0.0306
24 H 0.0780
25 H 0.0767
26 H 0.0749
27 H 0.0777
28 H 0.0844
29 H 0.1258
30 C -0.5918
31 O 0.0122
32 C -0.0553
33 H 0.1022
34 I 0.9722
35 C -0.0737
36 C -0.2077
37 C -0.4980
38 H 0.0282
39 H 0.0443
40 H 0.0688
41 C -0.0382
42 C -0.2141
43 H 0.0961
44 C -0.3852
45 H 0.1081
46 H 0.1520
47 O 0.0039
48 C -0.7224
49 O 0.0385
50 H 0.0943
51 C -0.1481
52 H 0.0750
53 H 0.0618
54 H 0.0871
55 O 0.0332
56 H 0.0772
57 H 0.0997
58 H 0.0797
59 H 0.0822
60 H 0.1149
61 H 0.0875
62 C -0.2376
63 C -0.0603
64 C -0.2166
65 H 0.1457
66 O -0.1308
67 H 0.0762
68 C -0.1532
69 H 0.0819
70 H 0.0508
71 H 0.1223
72 H 0.1104
73 H 0.1304
74 H 0.1031
75 O 0.1091
76 H 0.1275
77 S 0.7354
78 C 0.0513
79 H 0.1038
80 C -0.0792
81 O 0.1258
82 C -0.0684

ORCA calculation (wB97M-V/def2-TZVPD) on 11 unconnected molecules or ions with the total composition C27H44B4F25N8O9S3.

XYZ file:
```
120
C27H44B4F25N8O9S3 (wB97M-V/def2-TZVPD)
F 5.6029 1.5353 0.6773
N -8.2122 0.1587 0.4222
H 0.7904 3.5283 -1.4787
F -2.0860 1.7471 -0.5442
F 5.5988 2.1907 -1.4682
C 2.2313 -1.7028 1.5691
H 1.8613 0.5182 -3.3447
F 5.4222 -1.2641 -1.2854
C 1.7517 3.8176 -3.5053
F 6.7576 -2.9787 -1.0667
C -9.3974 0.7716 -0.1157
C 1.5415 3.9543 -2.1274
B 5.3598 1.5713 5.2568
C 2.8889 0.8159 2.0387
H -0.7336 -2.7434 -4.1215
H 0.7221 -3.4036 1.4289
H 2.8993 1.0417 3.1050
N 0.9624 -4.0329 -4.7102
H 0.0867 0.7838 2.0067
H 3.8811 0.5383 1.6829
F 4.5660 2.5990 5.0478
H -11.7241 0.7622 0.3304
N -0.0185 -1.3444 1.6578
C -7.6474 0.5378 1.6672
F -4.0777 -3.8938 2.8290
H -9.2349 0.6384 -1.1853
C 0.3368 -5.0073 -5.6150
H 3.9685 5.2882 -5.6022
B 5.8271 -2.2728 -0.4692
H 3.2080 2.9400 1.3770
H -10.6703 0.3871 1.5945
C -1.1021 -5.7337 -1.6359
O -2.6198 -3.6584 -2.5684
C 2.9362 5.0345 -5.3612
O -3.8837 -1.4019 4.3497
C 2.1248 -0.1142 -2.4969
H -1.7841 -0.9273 0.8253
O 8.4454 3.0442 -1.3559
F -3.2761 -4.8825 4.7337
F -1.7531 2.4156 1.7003
H 2.2382 5.8121 -5.6716
H 3.2632 -2.0140 1.5009
F 4.8868 0.6651 6.0750
H 1.2302 3.1790 -4.2028
H 2.3965 1.8241 0.1329
F 4.7614 -3.0794 -0.0686
C -7.4682 -0.8302 -0.1233
H -7.6233 -1.1332 -1.1483
N 2.3088 5.0438 -1.7672
F 5.9989 3.7084 0.1158
F 6.3912 -1.7478 0.6480
O -5.9542 -2.2097 5.2763
H 2.8478 4.2179 -6.0778
H -5.8492 -3.0345 0.4022
F 0.5703 0.6200 4.5690
F 2.6070 0.1235 5.1933
O -2.8625 -4.2777 -0.1309
C 0.6047 -0.1486 1.8369
F 1.1261 0.8650 6.6855
H 1.5468 2.5007 1.4874
N -6.3805 -1.1010 0.7485
O -0.8885 -3.0877 -0.9036
F 5.5921 0.9785 4.0682
H 0.9696 7.0064 0.6412
F -0.1199 -5.5310 -2.4875
O 8.2241 0.6581 -0.6633
H -0.7201 -5.1159 -5.3714
H 3.0909 -0.5141 -2.8046
F -0.2817 2.9450 0.2197
O 8.5279 2.3719 0.9623
H 0.0498 -0.9142 -2.4890
C 0.8635 6.3331 -0.2094
C -5.3687 -2.0594 0.3214
F -2.0207 -6.5146 -2.1770
C -1.4376 -1.5519 1.6486
C 2.4265 -2.9824 -3.4935
H -5.8048 -0.2808 2.7499
C -10.7674 0.2736 0.5148
H 2.6826 5.2689 0.3518
H -5.0926 -1.8066 -0.7022
H 0.2021 5.5236 0.0992
C -4.2727 -4.1413 4.1671
N 1.9215 -0.3467 1.8236
F 6.5179 1.9454 5.9106
H -4.5063 -1.9786 0.9830
F -0.7130 -6.3224 -0.4818
C -6.4635 -0.2487 1.8946
C 0.9604 -2.3555 1.5343
F -5.3969 -4.8356 4.2967
H 0.1758 -4.6017 -6.6138
H 0.4732 6.8374 -1.0935
H 1.2295 -1.6411 -1.3966
H 2.2120 0.4779 -1.5859
H 3.7419 6.2030 -2.9290
H -8.2697 1.2082 2.2413
N 1.2321 -2.3934 -3.3157
C 2.5191 2.1198 1.1748
F 1.1157 -1.2072 5.8035
C 2.3073 5.8751 -0.4727
C 2.3653 -3.9935 -4.4361
H -10.7991 -0.7858 0.2602
H 3.2823 -2.6390 -2.9314
B -1.6076 2.7177 0.3715
C 0.2906 -3.0543 -3.9778
S 8.0216 2.0678 -0.3720
H -9.4539 1.8601 -0.1099
H 3.1156 -4.6403 -4.8664
F -2.2713 3.8707 -0.0955
S -1.9940 -3.9902 -1.2578
C 1.0778 -1.2677 -2.4093
H -1.9646 -1.3540 2.5820
H 0.7503 -6.0150 -5.6553
N 2.7010 4.6107 -3.9921
C 6.1545 2.4236 -0.2351
H -1.7513 -2.5856 1.5030
B 1.3006 0.0746 5.5713
H 3.0540 6.6257 -0.7316
O -3.9451 -2.6485 6.5051
S -4.5248 -2.4549 5.1844
C 3.0961 5.3412 -2.8480
```

The molecular weight is 1239.095 g mol⁻¹. As for the spin multiplicity: 2. The frontier orbital gap (spin up / spin down) is 1.105 / 3.633 eV. The total charge is -4. The highest occupied orbital energy (spin up / spin down) comes out at 3.01 / 0.49 eV.

Löwdin atomic charge list, values in e, 99 entries:
1 F 0.0856
2 N -0.1031
3 H 0.1035
4 F 0.0572
5 F 0.0607
6 C 0.0597
7 H 0.0593
8 F 0.1366
9 C -0.1344
10 F 0.1825
11 C -0.1868
12 C -0.0231
13 B -1.6077
14 C -0.0633
15 H 0.1545
16 H 0.1116
17 H 0.1129
18 N -0.0967
19 H 0.1518
20 H 0.1042
21 F 0.1897
22 H 0.0685
23 N -0.0722
24 C 0.0340
25 F 0.0693
26 H 0.1153
27 C -0.0301
28 H 0.0763
29 B -1.5374
30 H 0.0719
31 H 0.0660
32 C -0.6453
33 O -0.3933
34 C -0.1187
35 O -0.3796
36 C -0.0153
37 H 0.0949
38 O -0.3900
39 F 0.0950
40 F 0.1450
41 H 0.0309
42 H 0.1200
43 F 0.1810
44 H 0.0931
45 H 0.0456
46 F 0.0791
47 C 0.0196
48 H 0.1546
49 N -0.0940
50 F 0.0999
51 F 0.1521
52 O -0.3948
53 H 0.0676
54 H 0.1077
55 F 0.1512
56 F 0.1446
57 O -0.3389
58 C -0.0097
59 F 0.1135
60 H 0.0472
61 N -0.0611
62 O -0.3422
63 F 0.1588
64 H 0.0657
65 F 0.1297
66 O -0.3314
67 H 0.0877
68 H 0.0661
69 F 0.1252
70 O -0.3639
71 H 0.1304
72 C -0.0719
73 C 0.0160
74 F 0.1102
75 C -0.0265
76 C -0.0022
77 H 0.1274
78 C -0.0482
79 H 0.1095
80 H 0.1068
81 H 0.0662
82 C -0.5723
83 N -0.0013
84 F 0.0832
85 H 0.1001
86 F 0.1154
87 C 0.1143
88 C 0.0015
89 F 0.0920
90 H 0.0808
91 H 0.0634
92 H 0.1132
93 H 0.0746
94 H 0.0665
95 H 0.1214
96 N -0.0316
97 C -0.0434
98 F 0.1871
99 C -0.1308

ORCA calculation (wB97M-V/def2-TZVPD) on a molecular structure, C27H44BrGe2N4V.

XYZ file:
```
79
C27H44BrGe2N4V (wB97M-V/def2-TZVPD)
C 2.0480 -3.0889 -0.0291
H 3.6194 -7.8601 -0.5277
Br -1.2656 -1.7153 -1.0367
N -0.7000 0.4053 2.3232
N 0.7646 2.0890 0.7794
C 0.1764 1.3813 3.0188
H 2.1624 -0.5258 -1.9483
H -1.8868 -4.8112 -1.3697
H 4.0117 -8.1734 -2.9474
C -1.3715 -5.2770 -2.2116
H -0.5503 -0.4958 2.7647
H 2.5271 -5.8209 0.2976
H 1.0557 -4.1127 3.9918
C 2.5380 -5.1316 -3.0146
C 1.4953 3.5004 2.5282
C 1.4539 -3.7141 3.0588
C 3.1473 -6.2866 -3.4833
H 2.9060 0.1392 2.2687
C -2.0144 2.3386 -0.9593
H 2.0769 2.1297 -1.9691
C 3.3250 -7.0896 -1.2274
C -1.2311 1.8381 -2.1551
H -1.5041 3.1875 -0.4986
H 1.5519 3.7269 3.5842
H -2.0718 -5.9612 -2.6880
C 2.0771 4.3370 1.5855
C 1.6850 -3.6829 -1.1701
C 1.9739 4.0457 0.2325
H 1.2549 -4.4481 2.2773
Ge 1.4621 -1.5474 1.0288
H 3.2844 0.2031 0.5630
H 3.3163 -6.4148 -4.5439
H -2.6891 -0.2135 2.2202
C 2.7202 -5.9342 -0.7618
C 1.1176 2.4825 -1.5841
H 2.4041 4.7014 -0.5122
H 4.6536 -1.8678 0.7222
H 5.2017 -0.7160 1.9321
C 2.3383 -0.8868 -2.9694
C 3.1089 -0.4881 1.3943
C 2.3251 -4.9345 -1.6515
H 0.8352 3.3508 -2.1850
H 1.4106 -2.0784 -4.5014
H -1.6828 -3.6599 -3.6506
H 0.3115 -0.9018 -3.8593
C 0.8172 -2.3652 2.7194
C -2.5182 1.7607 1.3926
H -3.5849 1.9902 1.4305
Ge 0.3811 -2.9804 -2.4210
H -0.5463 -5.8694 -1.8130
H 2.6009 5.2271 1.9078
H 2.2700 -4.3673 -3.7418
H 2.6738 -0.0498 -3.5856
H 4.2059 -2.0829 2.4100
V -0.1198 0.3390 0.1727
H -0.3872 1.9243 3.7824
C 1.2972 2.9003 -0.1432
H -2.4154 1.0410 3.4268
N 0.1271 1.3871 -1.7471
H -1.9787 2.6912 1.5840
H 0.4727 0.7658 -2.4703
C 1.1177 -1.5828 -3.5711
N -2.1064 1.2699 0.0617
C -0.8676 -4.2378 -3.2098
C 3.5414 -7.2684 -2.5880
C -2.1479 0.7143 2.4192
C 0.8353 2.3683 2.0872
H 3.1738 -1.5815 -2.8829
H -1.7316 0.9750 -2.5969
H -3.0024 2.6864 -1.2685
H -1.1649 2.6168 -2.9184
H 0.9569 0.8253 3.5433
H -0.2689 -2.5007 2.6504
H -2.7800 0.5759 -0.2569
H 2.8655 -3.5904 0.4960
H -0.3472 -4.7188 -4.0418
C 4.3586 -1.3374 1.6281
H 1.0049 -1.6597 3.5384
H 2.5358 -3.6337 3.1718
```

The molecular weight is 700.745 g mol⁻¹. As for the spin multiplicity: 3. The frontier orbital gap (spin up / spin down) is 6.557 / 7.429 eV. The total charge is +2. The calculation puts the energy above the lowest of the compared OMol25 structures with the same formula, charge and spin at 0.00 kJ/mol. The highest occupied orbital energy (spin up / spin down) comes out at -13.14 / -13.12 eV.

In elementary charge units, the Löwdin charges are:
1 C -0.2287
2 H 0.1146
3 Br 0.4683
4 N -0.1238
5 N 0.0434
6 C -0.0985
7 H 0.0328
8 H 0.0549
9 H 0.1143
10 C -0.1529
11 H 0.0617
12 H 0.1096
13 H 0.0807
14 C -0.0660
15 C 0.0260
16 C -0.1525
17 C -0.0571
18 H 0.0476
19 C -0.1606
20 H 0.1388
21 C -0.0527
22 C -0.1634
23 H 0.1250
24 H 0.1363
25 H 0.0825
26 C 0.0099
27 C -0.3433
28 C 0.0239
29 H 0.0621
30 Ge 0.8448
31 H 0.0464
32 H 0.1138
33 H 0.1371
34 C -0.0303
35 C -0.0916
36 H 0.1355
37 H 0.0707
38 H 0.0791
39 C -0.1649
40 C -0.3730
41 C -0.2670
42 H 0.1415
43 H 0.0780
44 H 0.0690
45 H 0.0558
46 C -0.3750
47 C -0.1609
48 H 0.1433
49 Ge 0.7684
50 H 0.0703
51 H 0.1322
52 H 0.0943
53 H 0.0835
54 H 0.0642
55 V 0.4684
56 H 0.1422
57 C -0.2254
58 H 0.1366
59 N -0.1162
60 H 0.1260
61 H 0.0760
62 C -0.3490
63 N -0.1390
64 C -0.3644
65 C -0.0593
66 C -0.1506
67 C -0.2312
68 H 0.0842
69 H 0.1136
70 H 0.1440
71 H 0.1366
72 H 0.1321
73 H 0.0601
74 H 0.1022
75 H 0.0673
76 H 0.0751
77 C -0.1536
78 H 0.0600
79 H 0.0661

no.,E_tot (Eh)
1,-4687.36619
2,-2684.07726
3,-5961.66616
4,-8945.68963